The following is a quantum chemistry calculation of the molecule C3H5BN2 in a non-equilibrium geometry, from the OMol25 dataset.

```
! wB97M-V def2-TZVPD RIJCOSX def2/J DEFGRID3
* xyz 0 1
B 0.977 1.545 -1.371
C -0.689 -1.260 0.389
C 0.141 -0.855 -0.703
C -1.349 0.372 2.063
N -1.019 -0.495 1.335
N 0.392 0.342 -1.084
H 2.182 1.509 -0.957
H 0.499 2.288 -2.210
H -0.684 -2.284 0.695
H 0.539 -1.775 -1.167
H -0.989 0.614 3.009
*
```

The calculation puts the orbital gap (alpha / beta) at 0.2963 / 0.2963 Eh.

---

The following is a quantum chemistry calculation of a 2-piece molecular cluster, C3H5Br3Si overall in a non-equilibrium geometry, from the OMol25 dataset.

```
! wB97M-V def2-TZVPD RIJCOSX def2/J DEFGRID3
* xyz 0 1
C 1.285 0.130 -0.262
C 0.463 -0.163 0.681
C 2.794 0.025 -0.181
Si -3.195 -0.037 -0.013
Br -3.996 1.786 1.041
Br -3.909 0.074 -2.142
Br -4.207 -1.811 0.933
H 0.932 0.458 -1.233
H 0.357 -0.457 1.695
H 3.113 -0.230 0.826
H 3.238 0.973 -0.473
H 3.124 -0.746 -0.872
*
```

The calculation puts the orbital gap (alpha / beta) at 0.2411 / 0.3115 Eh.

---

The following is a quantum chemistry calculation of a 5-piece molecular cluster, C3H17NO4 overall, from the OMol25 dataset.

```
! wB97M-V def2-TZVPD RIJCOSX def2/J DEFGRID3
* xyz 0 1
C 1.627 -0.762 -2.805
C 2.149 -0.325 -1.458
N 1.457 -1.038 -0.404
C 1.969 -0.748 0.929
H 1.992 -0.139 -3.625
H 0.539 -0.661 -2.829
H 1.854 -1.787 -3.107
H 1.957 0.740 -1.410
H 3.249 -0.357 -1.455
H 1.572 -2.026 -0.579
H 1.155 -0.884 1.644
H 2.752 -1.440 1.225
H 2.302 0.274 1.068
O -3.134 1.034 -0.803
H -3.568 1.307 0.012
H -3.048 0.079 -0.762
O -0.630 1.873 0.291
H -0.207 1.010 0.179
H -1.540 1.687 -0.029
O -1.201 1.025 2.895
H -0.970 1.569 2.114
H -0.438 0.440 2.970
O -3.238 -0.308 1.599
H -3.932 -0.738 2.108
H -2.667 0.174 2.232
*
```

The calculation puts the orbital gap at 0.3650 Eh. As for the structure (SMILES): CCNC.O.O.O.O.

---

The following is a quantum chemistry calculation of AgClH6O3 as an isolated structure, from the OMol25 dataset.

```
! wB97M-V def2-TZVPD RIJCOSX def2/J DEFGRID3
* xyz 1 2
Ag -3.310 1.627 1.182
Cl -1.135 0.824 -0.076
O 1.587 2.508 1.111
H 2.181 2.202 0.411
H 0.748 2.052 0.985
O -0.950 -2.045 1.055
H -0.235 -2.626 0.723
H -0.715 -1.146 0.778
O 0.777 -1.441 -1.901
H 0.419 -0.687 -1.426
H 0.633 -1.267 -2.841
*
```

The calculation puts the orbital gap (alpha / beta) at 0.3015 / 0.1614 Eh.

---

The following is a quantum chemistry calculation of the molecule C4H6O2 in a non-equilibrium geometry, from the OMol25 dataset.

```
! wB97M-V def2-TZVPD RIJCOSX def2/J DEFGRID3
* xyz 0 3
C -0.292 -1.243 0.339
C 0.943 -0.904 -0.028
C -0.955 0.193 0.066
C 0.635 0.572 -0.232
O -1.680 0.644 1.125
O 0.883 1.357 -1.313
H -0.490 -2.348 0.582
H 1.899 -1.399 -0.086
H -1.703 0.260 -0.765
H 1.119 1.200 0.642
H -1.100 0.663 1.944
H 0.743 1.006 -2.273
*
```

The calculation puts the orbital gap (alpha / beta) at 0.1789 / 0.1936 Eh.

---

The following is a quantum chemistry calculation of a 2-piece molecular cluster, C4H12N2O2 overall in a non-equilibrium geometry, from the OMol25 dataset.

```
! wB97M-V def2-TZVPD RIJCOSX def2/J DEFGRID3
* xyz 0 1
N -0.882 -2.182 0.387
C 0.469 -1.683 0.352
C 0.988 -0.628 -0.575
C 0.035 0.563 -0.872
N -0.502 1.113 0.328
C 0.833 1.772 -1.402
O 1.988 1.655 -1.548
H -1.542 -1.588 -0.191
H -1.031 -3.204 0.248
H 1.338 -2.495 0.381
H 0.753 -1.212 1.371
H 1.338 -0.983 -1.610
H 2.002 -0.318 -0.160
H -0.757 0.133 -1.559
H -0.029 1.653 0.873
H -1.115 0.614 0.867
H 0.183 2.572 -1.468
O -2.192 -0.024 2.333
H -1.364 0.087 2.675
H -2.404 -0.971 2.273
*
```

The calculation puts the orbital gap at 0.3595 Eh. As for the structure (SMILES): NCC[C@@H](N)C=O.O.

---

The following is a quantum chemistry calculation of the molecule C8H12 in a non-equilibrium geometry, from the OMol25 dataset.

```
! wB97M-V def2-TZVPD RIJCOSX def2/J DEFGRID3
* xyz 0 1
C -0.388 3.319 1.870
C -0.807 2.021 1.821
C -0.284 1.196 0.824
C -0.775 -0.032 0.608
C -0.372 -1.064 -0.386
C -1.260 -2.062 -0.650
C 0.631 -0.675 -1.453
C 1.728 -1.768 -1.526
H -0.939 4.088 2.281
H 0.594 3.567 1.526
H -1.548 1.582 2.569
H 0.565 1.602 0.419
H -1.781 -0.229 1.080
H -2.030 -2.068 0.117
H -0.979 -2.831 -1.338
H 0.322 -0.407 -2.527
H 1.321 0.138 -1.038
H 2.366 -2.101 -2.394
H 2.328 -1.581 -0.646
H 1.308 -2.695 -1.158
*
```

The calculation puts the orbital gap at 0.3026 Eh. As for the structure (SMILES): C=C/C=C/C(=C)CC.

---

The following is a quantum chemistry calculation of C19H58N16O15PZn2 as an isolated structure in a non-equilibrium geometry, from the OMol25 dataset.

```
! wB97M-V def2-TZVPD RIJCOSX def2/J DEFGRID3
* xyz 1 1
Zn -0.724 -2.411 1.211
Zn 0.200 2.214 -0.554
P -0.294 -0.137 0.217
O -0.174 1.130 1.079
O -0.193 0.426 -1.216
O -1.625 -0.934 0.400
O 0.761 -1.232 0.655
C 3.259 1.582 -1.326
O 2.232 2.032 -0.816
N 4.204 2.280 -1.988
N 3.444 0.228 -1.411
H 4.067 3.242 -2.239
H 5.038 1.777 -2.229
H 2.621 -0.301 -1.174
H 4.292 -0.198 -1.732
C -3.506 1.668 2.778
O -4.320 2.231 3.503
N -2.155 1.909 2.892
N -3.819 0.643 1.977
H -1.434 1.439 2.314
H -1.881 2.488 3.665
H -3.131 0.209 1.384
H -4.777 0.419 1.776
C 3.858 -2.270 1.547
O 4.922 -2.671 2.025
N 3.040 -1.369 2.111
N 3.401 -2.680 0.322
H 2.163 -1.088 1.655
H 3.394 -1.043 2.996
H 2.489 -2.363 0.034
H 3.966 -3.310 -0.218
C 0.076 -0.841 4.057
O -0.577 -1.566 3.267
N 0.355 -1.199 5.323
N 0.658 0.310 3.689
H 0.731 -0.432 5.848
H -0.124 -1.980 5.738
H 0.412 0.678 2.777
H 1.362 0.691 4.292
C -3.488 -1.436 -2.599
O -4.173 -2.045 -3.417
N -3.701 -1.471 -1.257
N -2.522 -0.564 -2.968
H -2.944 -1.229 -0.588
H -4.569 -1.867 -0.944
H -2.324 -0.466 -3.948
H -1.855 -0.190 -2.314
C 0.454 2.483 -3.693
O 0.324 3.008 -2.576
N 0.464 1.163 -3.917
N 0.536 3.225 -4.826
H 0.207 0.608 -3.106
H 0.547 0.748 -4.825
H 0.686 2.804 -5.724
H 0.643 4.224 -4.795
C 1.257 -4.492 2.757
O 0.413 -3.872 2.097
N 1.785 -4.039 3.913
N 1.816 -5.634 2.312
H 2.453 -4.597 4.412
H 1.495 -3.171 4.326
H 1.588 -6.131 1.473
H 2.664 -5.857 2.803
C -0.125 -2.673 -4.596
O -0.440 -3.296 -3.371
C 0.543 -3.052 -2.382
C 0.263 -4.007 -1.210
N -1.024 -3.623 -0.608
C -1.775 -4.767 -0.032
C -2.894 -4.302 0.878
O -2.348 -3.469 1.888
C -3.311 -2.899 2.775
H -0.101 -1.584 -4.500
H -0.915 -2.863 -5.321
H 0.826 -3.033 -4.997
H 0.544 -2.002 -2.072
H 1.555 -3.240 -2.758
H 1.092 -3.904 -0.505
H 0.403 -5.029 -1.572
H -1.535 -3.253 -1.407
H -0.985 -5.164 0.613
H -2.062 -5.510 -0.775
H -3.371 -5.169 1.341
H -3.638 -3.703 0.347
H -2.774 -2.490 3.624
H -3.892 -3.734 3.178
H -4.009 -2.204 2.315
C 2.533 7.335 -1.704
O 1.968 6.563 -0.660
C 2.443 5.241 -0.506
C 1.993 4.459 0.732
N 0.660 3.867 0.649
C -0.381 4.851 0.254
C -1.751 4.202 0.228
O -1.738 2.987 -0.535
C -3.035 2.552 -0.890
H 2.293 6.865 -2.664
H 3.612 7.497 -1.655
H 2.032 8.297 -1.643
H 3.535 5.177 -0.571
H 2.046 4.809 -1.436
H 1.913 5.198 1.542
H 2.731 3.743 1.084
H 0.463 3.490 1.571
H -0.179 5.306 -0.714
H -0.348 5.689 0.957
H -2.464 4.887 -0.237
H -2.139 3.888 1.201
H -3.691 2.456 -0.023
H -3.069 1.596 -1.411
H -3.418 3.242 -1.648
*
```

The calculation puts the orbital gap at 0.3351 Eh.

---

Summary of E in a.u.
-251.5547, -8128.8256, -480.2049, -836.0767, -306.1850, -419.5074, -311.8899, -6663.8344
(order as listed above)